# 1
This record from the Open Molecules 2025 dataset describes a molecular structure, C4H18O6V. The level of theory is ωB97M-V/def2-TZVPD.

Positions of all 29 atoms, in Å:
V 0.9038 -0.2438 -0.9254
C 0.3080 0.5331 3.2965
C 1.0864 0.9667 2.0434
O 1.5542 -0.0365 1.2425
H 0.9784 -0.0338 3.9424
H -0.5969 -0.0504 3.1273
H 0.0588 1.4903 3.7546
H 1.8901 1.6433 2.3337
H 0.4879 1.6221 1.4106
C -3.2208 0.2358 1.0380
C -2.4548 -0.4182 -0.1327
O -1.3103 0.1933 -0.7338
H -4.2815 0.0328 0.8902
H -3.1733 1.3134 1.1952
H -2.9111 -0.1952 1.9901
H -3.1715 -0.4660 -0.9525
H -2.2444 -1.4473 0.1585
O 0.3640 -0.6264 -3.0716
H 0.9239 -0.4600 -3.8299
H -0.4549 -0.9524 -3.4449
O 2.8474 -0.5260 -1.9817
H 3.3887 -1.2727 -2.2378
H 3.3743 0.2408 -2.2065
O 1.2650 1.8711 -1.4216
H 1.7069 2.5359 -0.8933
H 1.0635 2.3144 -2.2457
O 0.6283 -2.3755 -0.7519
H 1.2307 -3.1118 -0.8582
H -0.2406 -2.7767 -0.7356

Calculated values
- Multiplicity: 4
- Total charge: 0
- Energy relative to the best compared isomer or geometry (same formula, charge and spin): 160.0 kJ/mol
- HOMO (spin up / spin down): -6.16 / -6.62 eV
- Frontier orbital gap (spin up / spin down): 0.2006 / 0.2170 Ha

And the Löwdin charges, in e, turn out to be: number 1, V, carries 0.852; number 2, C, carries -0.093; number 3, C, carries -0.510; number 4, O, carries -0.378; number 5, H, carries 0.060; number 6, H, carries 0.051; number 7, H, carries 0.059; number 8, H, carries 0.079; number 9, H, carries 0.072; number 10, C, carries -0.105; number 11, C, carries -0.425; number 12, O, carries -0.399; number 13, H, carries 0.053; number 14, H, carries 0.063; number 15, H, carries 0.045; number 16, H, carries 0.073; number 17, H, carries 0.073; number 18, O, carries -0.065; number 19, H, carries 0.066; number 20, H, carries 0.082; number 21, O, carries -0.050; number 22, H, carries 0.083; number 23, H, carries 0.076; number 24, O, carries -0.044; number 25, H, carries 0.087; number 26, H, carries 0.081; number 27, O, carries -0.048; number 28, H, carries 0.081; number 29, H, carries 0.079

# 2
This record from the Open Molecules 2025 dataset describes 7 unconnected molecules or ions with the total composition C4H18O7. The level of theory is ωB97M-V/def2-TZVPD.

Positions of all 29 atoms, in Å:
C -2.4969 0.5737 0.6529
C -2.3991 -0.6569 0.1831
O -2.7050 -1.7839 0.9136
C -2.0050 -1.0312 -1.1976
C -0.7409 -1.2420 -1.5331
H -2.8318 0.8703 1.6406
H -2.0808 1.4223 0.1248
H -2.9833 -1.5607 1.8113
H -2.8273 -1.1572 -1.8893
H 0.0641 -1.0533 -0.8338
H -0.5018 -1.5504 -2.5368
H 0.5646 2.4861 1.6951
H 1.0969 3.3518 0.5422
O 1.3079 3.0384 1.4461
H 1.9469 0.9036 -1.6409
H 3.2202 0.7634 -2.4213
O 2.3002 1.0316 -2.5415
H 1.9443 -1.7219 2.5280
H 0.9404 -2.3007 1.5046
O 1.7384 -1.7395 1.5825
H 1.9542 1.4491 0.7117
H 1.7867 -0.1434 0.6997
O 2.0382 0.6443 0.1774
H 1.5457 2.8507 -1.9333
H 0.2058 3.6030 -1.7848
O 0.8664 3.1158 -1.2936
H -1.3431 -3.0314 1.2361
H -0.1655 -3.8045 0.6758
O -0.4402 -3.3272 1.4805

Calculated values
- Total charge: 0
- Energy relative to the best compared isomer or geometry (same formula, charge and spin): 147.4 kJ/mol
- HOMO: -9.61 eV
- Frontier orbital gap: 0.3693 Ha
- SMILES string: C=CC(=C)O.O.O.O.O.O.O

And the Löwdin charges, in e, turn out to be: number 1, C, carries 0.061; number 2, C, carries -0.411; number 3, O, carries 0.005; number 4, C, carries -0.112; number 5, C, carries 0.053; number 6, H, carries 0.063; number 7, H, carries 0.065; number 8, H, carries 0.121; number 9, H, carries 0.109; number 10, H, carries 0.059; number 11, H, carries 0.065; number 12, H, carries 0.037; number 13, H, carries 0.015; number 14, O, carries -0.067; number 15, H, carries -0.015; number 16, H, carries 0.046; number 17, O, carries -0.089; number 18, H, carries 0.062; number 19, H, carries -0.009; number 20, O, carries -0.070; number 21, H, carries 0.004; number 22, H, carries 0.003; number 23, O, carries -0.082; number 24, H, carries 0.037; number 25, H, carries 0.054; number 26, O, carries -0.051; number 27, H, carries 0.032; number 28, H, carries 0.075; number 29, O, carries -0.061

# 3
This record from the Open Molecules 2025 dataset describes a molecular structure, C4H19FeN4O6. The level of theory is ωB97M-V/def2-TZVPD.

Positions of all 34 atoms, in Å:
Fe -0.2412 -0.5221 0.4077
C 1.4197 2.3539 -2.9042
C 1.0162 2.0487 -1.4471
O 0.5699 0.7600 -1.1402
H 1.6766 3.3999 -3.0712
H 0.6576 2.1036 -3.6422
H 2.3068 1.8457 -3.2823
H 0.2934 2.7992 -1.1274
H 1.9022 2.2553 -0.8467
C 2.2762 -2.5934 0.5743
O 1.3877 -1.7481 0.6873
N 2.0956 -3.5880 -0.3189
N 3.4223 -2.7141 1.1657
H 2.8277 -4.2794 -0.3978
H 1.2183 -3.6928 -0.8082
H 4.1272 -3.3861 0.8982
H 3.6993 -1.9870 1.8097
C -2.7527 1.5745 0.2950
O -2.0257 0.5879 0.3470
N -4.0504 1.6615 0.0920
N -2.3334 2.7593 0.6198
H -4.5396 0.7781 0.0687
H -4.5573 2.5230 0.2367
H -2.9499 3.5586 0.6562
H -1.4369 2.7659 1.0849
O -0.9196 -1.7712 -1.1524
H -1.1580 -1.5356 -2.0490
H -0.9588 -2.7275 -1.1370
O -1.1064 -1.7083 1.9728
H -1.7864 -1.3044 2.5120
H -0.9407 -2.5541 2.3893
O 0.2980 0.5756 2.1693
H 0.1210 0.2472 3.0508
H 0.4415 1.5146 2.2874

Calculated values
- Multiplicity: 5
- Total charge: +1
- Energy relative to the best compared isomer or geometry (same formula, charge and spin): 191.0 kJ/mol
- HOMO (spin up / spin down): -9.66 / -9.54 eV
- Frontier orbital gap (spin up / spin down): 0.2478 / 0.2427 Ha

And the Löwdin charges, in e, turn out to be: number 1, Fe, carries 0.767; number 2, C, carries -0.107; number 3, C, carries -0.449; number 4, O, carries -0.360; number 5, H, carries 0.061; number 6, H, carries 0.059; number 7, H, carries 0.059; number 8, H, carries 0.073; number 9, H, carries 0.083; number 10, C, carries -0.645; number 11, O, carries -0.017; number 12, N, carries 0.177; number 13, N, carries 0.203; number 14, H, carries 0.114; number 15, H, carries 0.109; number 16, H, carries 0.132; number 17, H, carries 0.137; number 18, C, carries -0.677; number 19, O, carries -0.010; number 20, N, carries 0.186; number 21, N, carries 0.191; number 22, H, carries 0.129; number 23, H, carries 0.124; number 24, H, carries 0.128; number 25, H, carries 0.121; number 26, O, carries -0.028; number 27, H, carries 0.093; number 28, H, carries 0.071; number 29, O, carries -0.028; number 30, H, carries 0.082; number 31, H, carries 0.093; number 32, O, carries -0.031; number 33, H, carries 0.075; number 34, H, carries 0.085

# 4
This record from the Open Molecules 2025 dataset describes 4 unconnected molecules or ions with the total composition C4H19N2O3. The level of theory is ωB97M-V/def2-TZVPD.

Positions of all 28 atoms, in Å:
C 1.4631 -0.1277 1.7156
C 1.0592 1.2362 1.1362
C 0.8877 1.2822 -0.4023
C -0.5130 1.7441 -0.7735
N -0.7565 1.8346 -2.2142
N 0.7873 -1.3037 1.1273
H 2.5395 -0.1641 1.5860
H 1.1630 -0.1283 2.7508
H 1.8065 1.9690 1.4228
H 0.1565 1.6468 1.5809
H 1.5736 2.0522 -0.7612
H 1.1595 0.3548 -0.9099
H -0.6380 2.7503 -0.3529
H -1.2968 1.1895 -0.2477
H 0.1105 1.7225 -2.7207
H -1.0867 2.7432 -2.5096
H 0.7036 -1.1712 0.1093
H -0.1968 -1.4974 1.3695
H 1.3189 -2.1625 1.1324
H -1.1106 0.0818 -2.5294
H -1.9261 -1.0079 -1.8998
O -1.0192 -0.8265 -2.1778
H -2.2610 -1.7739 2.3364
H -2.1170 -0.2820 2.7483
O -1.7129 -0.9872 2.2706
H 0.4342 -3.0511 -1.8476
H -0.7268 -2.9319 -1.0203
O 0.1984 -3.1919 -0.9195

Calculated values
- Total charge: +1
- Energy relative to the best compared isomer or geometry (same formula, charge and spin): 28.9 kJ/mol
- HOMO: -13.02 eV
- Frontier orbital gap: 0.3721 Ha

And the Löwdin charges, in e, turn out to be: number 1, C, carries -0.133; number 2, C, carries -0.162; number 3, C, carries -0.191; number 4, C, carries -0.286; number 5, N, carries -0.012; number 6, N, carries 0.168; number 7, H, carries 0.137; number 8, H, carries 0.125; number 9, H, carries 0.120; number 10, H, carries 0.107; number 11, H, carries 0.120; number 12, H, carries 0.100; number 13, H, carries 0.122; number 14, H, carries 0.106; number 15, H, carries 0.087; number 16, H, carries 0.094; number 17, H, carries 0.110; number 18, H, carries 0.113; number 19, H, carries 0.157; number 20, H, carries 0.001; number 21, H, carries 0.050; number 22, O, carries -0.084; number 23, H, carries 0.073; number 24, H, carries 0.056; number 25, O, carries -0.018; number 26, H, carries 0.058; number 27, H, carries 0.033; number 28, O, carries -0.053

Question: What is the total charge in the third record?
Answer: +1